Entry 1:
ORCA calculation (ωB97M-V/def2-TZVPD) on a structure of composition H2N3O2S at a distorted geometry.

- HOMO (eV) = -3.53
- multiplicity = 1
- ΔE to the lowest compared entry with this formula, charge and spin (eV) = 2.3329
- net charge = -1

Each line ends with the Mulliken charge.
Atoms and positions in Å:
N1 -1.8090 0.5050 0.2105  -0.3044
N2 -1.2912 -0.5118 -0.0511  -0.1842
N3 0.2143 -0.2988 -0.4285  0.5842
O1 0.9597 -1.0985 0.6934  -0.5136
O2 0.4794 -0.6936 -1.5436  -0.6598
S1 0.6998 1.4151 -0.1511  -0.5319
H1 -0.9575 1.2689 0.2694  0.3009
H2 1.7043 -0.5864 1.0010  0.3088


Entry 2:
ORCA calculation (ωB97M-V/def2-TZVPD) on a structure of composition C24H21ClN4O5PdS at a distorted geometry.

- HOMO (eV) = -7.48
- multiplicity = 1
- ΔE to the lowest compared entry with this formula, charge and spin (eV) = 1.1481
- net charge = 0

Each line ends with the Mulliken charge.
Atoms and positions in Å:
Pd1 1.3504 -0.4660 0.1007  0.5584
O1 1.8530 4.2203 1.0842  -0.7214
C1 0.7696 4.3046 1.8804  0.3420
C2 0.3876 5.5614 2.3432  -0.6990
C3 -0.7170 5.7028 3.1575  -0.3607
C4 -1.4688 4.5881 3.5202  -0.7421
C5 -1.1128 3.3390 3.0647  -0.5216
C6 0.0103 3.1653 2.2414  0.5555
C7 0.3547 1.8440 1.7124  0.5605
O2 1.3791 1.7056 0.9004  -0.9587
N1 -0.4479 0.8581 2.0347  -1.0871
N2 -0.2622 -0.3387 1.4685  1.2050
C8 -1.1089 -1.2781 1.7985  -0.4293
C9 -1.1482 -2.6275 1.4079  0.6459
C10 -2.1878 -3.4313 1.9322  -1.0224
C11 -2.2872 -4.7677 1.6609  -0.7148
C12 -1.3364 -5.3822 0.8310  -0.4236
C13 -0.3264 -4.6429 0.2727  -0.6612
C14 -0.1956 -3.2492 0.5118  0.4237
O3 0.7354 -2.6029 -0.0781  -0.3091
H1 1.9803 3.2728 0.8676  0.3201
H2 0.9795 6.4164 2.0452  0.4563
H3 -1.0021 6.6846 3.5111  0.3850
H4 -2.3392 4.7043 4.1515  0.4050
H5 -1.6913 2.4680 3.3325  0.4589
H6 -1.8773 -0.9450 2.4957  0.2614
H7 -2.9222 -2.9526 2.5701  0.3736
H8 -3.0977 -5.3444 2.0853  0.3782
H9 -1.4113 -6.4409 0.6206  0.3992
H10 0.4061 -5.0995 -0.3797  0.4581
C15 2.2555 1.8447 -2.0993  -0.0293
O4 3.0944 0.6817 -2.0214  -0.3245
C16 2.8917 -0.2958 -1.1600  0.5397
O5 3.5734 -1.2785 -1.1348  -0.4996
H11 2.9088 2.7138 -2.1279  0.3302
H12 1.5943 1.9165 -1.2416  -0.2140
H13 1.6725 1.7877 -3.0175  0.2240
Cl1 3.1180 -2.2728 1.7377  -0.0960
C17 2.6393 -0.6087 1.7187  -0.4465
H14 3.5073 0.0308 1.5853  0.4368
H15 2.0986 -0.3825 2.6327  0.2740
N3 -1.4587 1.8599 -0.8317  -0.2712
C18 -1.2485 0.8143 -1.6453  -0.0180
N4 -0.2694 -0.0437 -1.5852  0.9814
C19 -0.3255 -0.9429 -2.6543  -0.4600
C20 0.5701 -1.9772 -2.9111  -0.0465
C21 0.3585 -2.7870 -4.0129  -1.0352
C22 -0.7192 -2.5796 -4.8695  -0.4937
C23 -1.6043 -1.5405 -4.6455  -0.5385
C24 -1.3932 -0.7375 -3.5376  0.5737
S1 -2.3443 0.6213 -3.0072  -0.3458
H16 -0.9855 1.9148 0.0544  0.2051
H17 -2.3374 2.3426 -0.8954  0.2530
H18 1.3995 -2.1584 -2.2434  0.2586
H19 1.0454 -3.5990 -4.2098  0.4193
H20 -0.8695 -3.2385 -5.7138  0.3886
H21 -2.4374 -1.3518 -5.3086  0.3985


Entry 3:
ORCA calculation (ωB97M-V/def2-TZVPD) on a cluster of 2 separate species, C6H15N2 in total at a distorted geometry.

- HOMO (eV) = -13.59
- multiplicity = 1
- ΔE to the lowest compared entry with this formula, charge and spin (eV) = 6.6328
- net charge = +1

Each line ends with the Mulliken charge.
Atoms and positions in Å:
C1 -3.4069 0.3595 0.1109  -0.2627
C2 -2.1909 0.5402 -0.9786  -0.6871
C3 -0.9355 -0.2082 -0.6345  -0.0043
C4 0.1841 0.4727 -0.0751  -0.1238
N1 1.1719 -0.1057 0.6442  -0.1778
C5 2.2921 0.7920 0.8385  -0.4240
C6 3.5245 0.4757 -0.1461  -0.9007
N2 -2.8820 1.0590 1.2959  -0.5682
H1 -4.2831 0.9427 -0.2557  0.3267
H2 -3.3863 -0.7324 0.3335  0.3196
H3 -1.8852 1.6112 -0.9949  0.4052
H4 -2.4196 0.1482 -1.9786  0.3638
H5 -0.6196 -1.1154 -1.1390  0.3954
H6 0.2218 1.6199 -0.1652  0.2629
H7 2.2580 -5.5369 -0.9398  -0.0159
H8 2.0548 1.8802 0.7154  0.3005
H9 2.5736 0.7405 1.8866  0.4235
H10 3.7055 -0.6833 -0.0589  0.2877
H11 4.4200 0.9690 0.1883  0.3424
H12 3.1649 0.9617 -1.0975  0.2764
H13 1.7197 -5.8011 -1.2663  0.0161
H14 -3.3258 0.8994 2.1701  0.2482
H15 -1.9560 0.7111 1.5469  0.1959


Entry 4:
ORCA calculation (ωB97M-V/def2-TZVPD) on a structure of composition C16H12Br4ErO3SbSe4 at a distorted geometry.

- HOMO (eV) = -1.48
- multiplicity = 4
- ΔE to the lowest compared entry with this formula, charge and spin (eV) = 0.0000
- net charge = -2

Each line ends with the Mulliken charge.
Atoms and positions in Å:
Er1 -0.4444 0.9719 1.6918  0.7248
Br1 4.5060 6.2802 0.7248  -0.2222
C1 2.8823 5.2973 1.1771  0.0790
C2 1.7376 5.9596 1.7815  0.2707
Br2 1.7089 7.9028 1.8491  -0.2244
C3 0.6539 5.2215 2.2024  -0.4008
Br3 -0.7003 6.0215 3.3658  -0.1679
C4 0.6385 3.8173 1.9830  0.9102
O1 -0.3911 3.0570 2.4380  -0.8201
C5 1.7439 3.1224 1.2992  0.4667
O2 1.5593 1.8723 0.8434  -0.4285
C6 2.9052 3.9062 0.9704  -0.4513
Br4 4.5042 2.8906 0.7239  -0.1599
Se1 0.5517 -3.4362 1.9091  -0.6607
Sb1 -0.6627 -1.8727 3.3883  0.8013
Se2 -2.6713 -0.9832 2.2797  -0.6295
Se3 0.9506 -0.0553 4.0246  -0.5804
Se4 -1.6749 -2.6450 5.4445  -0.7567
C7 0.5436 -5.0285 -1.6883  -1.2043
C8 -0.1544 -3.6586 -1.8180  0.9502
C9 0.6104 -2.4839 -2.0866  -1.0331
C10 0.1821 -1.1800 -1.8537  1.4512
C11 1.1494 -0.0588 -1.9546  -1.1663
C12 -1.2402 -1.0356 -1.6091  0.1231
C13 -1.8314 0.2546 -1.1660  -0.6999
O3 -1.1858 0.9797 -0.2595  -0.3747
C14 -2.0426 -2.1861 -1.6030  1.4427
C15 -3.6020 -1.9769 -1.5299  -1.7481
C16 -1.5292 -3.4949 -1.6526  -1.1059
H1 0.9623 -5.1924 -0.6858  0.2087
H2 1.3249 -5.2316 -2.4776  0.3317
H3 -0.2240 -5.7652 -1.7647  0.3735
H4 1.7240 -2.6191 -2.2849  0.1478
H5 0.8786 0.6295 -2.7613  0.3205
H6 2.1828 -0.4124 -2.2049  0.3147
H7 1.2762 0.7324 -1.1448  0.1028
H8 -2.7983 0.4733 -1.5845  0.2994
H9 -3.8241 -1.8517 -0.4448  0.2704
H10 -4.0506 -2.8421 -1.9075  0.5109
H11 -3.9219 -1.0951 -2.1058  0.3785
H12 -2.2272 -4.2849 -1.5089  0.3558


Entry 5:
ORCA calculation (ωB97M-V/def2-TZVPD) on a structure of composition C31H35N5O8PPdS3 at a distorted geometry.

- HOMO (spin up / spin down) (eV) = -7.13 / -7.13
- multiplicity = 2
- ΔE to the lowest compared entry with this formula, charge and spin (eV) = 1.6717
- net charge = 0

Each line ends with the Mulliken charge.
Atoms and positions in Å:
Pd1 -0.2953 1.5685 -0.2014  1.3785
C1 1.4666 7.1085 -0.4607  -1.0304
C2 2.1289 6.0837 -1.3511  -0.2478
O1 2.4298 4.8868 -0.5835  -0.3811
P1 1.6395 3.5402 -0.6555  1.5122
S1 2.0891 1.5729 -0.3072  -0.4590
S2 -0.2527 3.8980 -0.0066  -0.2125
O2 1.5600 3.5177 -2.2559  -0.4638
C3 1.0592 2.5244 -3.1670  0.5100
C4 2.1819 1.7596 -3.8263  -1.3153
H1 1.2342 7.9947 -1.0527  0.3710
H2 2.1216 7.3909 0.3623  0.2904
H3 0.5409 6.7156 -0.0406  0.2578
H4 3.0907 6.4347 -1.7187  0.3460
H5 1.5060 5.8187 -2.2013  0.2750
H6 0.4942 3.0903 -3.9078  0.3131
H7 0.3591 1.8504 -2.6747  -0.3043
H8 2.8405 2.4332 -4.3759  0.3707
H9 1.7531 1.0392 -4.5239  0.3901
H10 2.7705 1.2164 -3.0878  0.2330
O3 -0.6875 3.7879 3.1094  -0.6653
S3 0.3517 2.8023 3.1969  1.0342
O4 1.7127 3.2494 3.2596  -0.6807
N1 0.2031 1.6463 2.0153  0.1854
C5 -0.1985 0.4652 2.5213  0.4233
O5 -0.4413 -0.5345 1.8356  -0.5270
C6 -0.3107 0.4680 4.0095  0.3830
C7 -0.6956 -0.5785 4.8273  -0.3964
C8 -0.7972 -0.3343 6.1911  -0.8050
C9 -0.5182 0.9273 6.7124  -0.5338
C10 -0.1218 1.9724 5.8866  -0.7130
C11 -0.0222 1.7066 4.5368  -0.0381
H11 -0.9091 -1.5520 4.4050  0.5819
H12 -1.1016 -1.1325 6.8552  0.4020
H13 -0.6169 1.0992 7.7761  0.3951
H14 0.0932 2.9561 6.2818  0.4579
C12 -4.5413 2.7044 -2.7852  -0.9789
N2 -4.2413 1.8737 -1.6269  0.2379
C13 -5.1560 1.0502 -1.0666  -0.0854
C14 -4.8386 0.2388 -0.0392  -1.2461
C15 -3.4950 0.2847 0.4481  0.8663
N3 -2.6183 1.1358 -0.0638  -0.0296
C16 -2.9320 1.8561 -1.1772  -0.0597
O6 -2.0737 2.5059 -1.7570  -0.6006
N4 -3.1075 -0.5179 1.4422  -0.1912
H15 -5.6171 2.7124 -2.9410  0.3409
H16 -4.0354 2.3090 -3.6648  0.3187
H17 -4.1813 3.7150 -2.6104  0.2911
H18 -6.1480 1.0744 -1.4963  0.3648
H19 -5.5622 -0.4370 0.3884  0.4112
H20 -3.7146 -1.2665 1.7221  0.2430
H21 -2.1082 -0.5916 1.6338  -0.1057
C17 4.6692 -5.3672 -0.7636  -1.5454
C18 3.7608 -4.4806 0.0472  1.0891
C19 3.9927 -4.3105 1.4062  -0.8858
C20 3.2012 -3.4549 2.1583  -0.8803
C21 2.1325 -2.8090 1.5648  -0.7214
C22 1.8490 -3.0180 0.2159  -0.3704
N5 0.7120 -2.3913 -0.3327  0.8413
C23 -0.3272 -3.0267 -0.9643  0.8227
C24 -0.4276 -4.4283 -0.9065  -0.8716
C25 -1.4711 -5.0992 -1.5074  -0.6126
C26 -2.4778 -4.4009 -2.1655  -0.9422
C27 -2.4009 -3.0233 -2.2137  -0.7059
C28 -1.3410 -2.3130 -1.6470  0.3984
C29 -1.3686 -0.8169 -1.8567  0.2740
O7 -2.3121 -0.3171 -2.4564  -0.7661
O8 -0.3335 -0.1448 -1.4252  -0.6671
C30 2.6919 -3.8163 -0.5678  1.1838
C31 2.4917 -3.9269 -2.0548  -1.6298
H22 5.3502 -5.9152 -0.1137  0.3924
H23 5.2723 -4.7809 -1.4614  0.3318
H24 4.1020 -6.0881 -1.3550  0.3110
H25 4.8078 -4.8450 1.8800  0.3552
H26 3.4056 -3.3104 3.2117  0.4375
H27 1.4872 -2.1520 2.1330  0.6038
H28 0.5692 -1.4130 -0.1401  -0.5232
H29 0.3228 -4.9797 -0.3554  0.5177
H30 -1.5059 -6.1808 -1.4523  0.4179
H31 -3.3046 -4.9223 -2.6292  0.3973
H32 -3.1667 -2.4418 -2.7086  0.4883
H33 1.8335 -3.1406 -2.4184  0.2177
H34 2.0500 -4.8862 -2.3384  0.3457
H35 3.4477 -3.8402 -2.5732  0.5822


Entry 6:
ORCA calculation (ωB97M-V/def2-TZVPD) on a structure of composition C33H30BrCl7MgN2O4P2.

- HOMO (spin up / spin down) (eV) = -6.24 / -6.24
- multiplicity = 1
- ΔE to the lowest compared entry with this formula, charge and spin (eV) = 14.0565
- net charge = 0

Each line ends with the Mulliken charge.
Atoms and positions in Å:
Mg1 0.0006 -0.4556 -0.2939  0.6556
C1 -1.4274 1.8046 3.0562  -1.5844
P1 -1.1836 0.3539 1.9514  2.0701
C2 0.2519 -0.2499 3.0521  -1.8375
C3 -2.2457 -1.1048 2.3586  -1.2534
C4 -3.0947 -1.6044 1.1882  -1.1763
P2 -3.5498 -0.2373 0.0046  0.8816
C5 -3.5358 1.0615 1.1616  -1.4407
C6 -5.2260 -0.9207 -0.4119  -1.4734
H1 -2.1423 1.5153 3.8290  0.3640
H2 -1.8455 2.6515 2.5219  0.4047
H3 -0.4852 2.0780 3.5304  0.3895
H4 -0.1007 -0.4124 4.0767  0.6014
H5 1.0508 0.4925 3.0943  0.1105
H6 0.6702 -1.1892 2.6986  0.3747
H7 -2.8653 -0.8234 3.2131  0.5402
H8 -1.5824 -1.8991 2.7059  0.4604
H9 -4.0217 -2.0348 1.5770  0.5135
H10 -2.5761 -2.4067 0.6562  0.3316
H11 -4.1285 0.9186 2.0709  0.3227
H12 -1.9595 3.1427 0.3508  -0.2811
H13 -3.6683 2.0609 0.7530  0.5140
H14 -5.8406 -1.0404 0.4845  0.3782
H15 -5.1116 -1.8931 -0.8986  0.3530
H16 -5.7456 -0.2570 -1.1054  0.3681
C7 1.2226 2.2641 -0.9320  -0.1596
O1 2.4142 2.6837 -0.8650  -0.2411
C8 2.9176 3.2004 0.3716  0.2592
C9 3.2257 4.5372 0.4032  -0.5876
C10 3.7528 5.0668 1.5734  -0.4108
Br1 4.1696 6.9083 1.6578  -0.2050
C11 3.9799 4.2604 2.6663  -0.6861
C12 3.6785 2.8998 2.6181  0.9074
C13 3.1068 2.3491 1.4577  -0.0061
O2 2.7509 1.0729 1.3539  -0.1578
C14 3.9377 2.0073 3.7457  -0.0774
N1 3.5703 0.7480 3.7585  -0.0175
C15 3.9936 0.2391 4.9741  0.1960
C16 3.8557 -1.0386 5.5103  -0.8317
C17 4.3881 -1.2667 6.7629  -0.6081
C18 5.0448 -0.2511 7.4753  -0.4241
C19 5.1854 1.0221 6.9582  -1.0797
C20 4.6453 1.2432 5.6971  0.6246
N2 4.5954 2.3632 4.8861  -0.0572
H17 -1.8776 3.8385 0.0787  0.1246
H18 -2.7700 1.9286 -2.4418  0.2870
H19 -1.5891 3.8602 -3.8539  0.0218
H20 3.0574 5.1506 -0.4708  0.5316
H21 4.3913 4.7010 3.5643  0.5081
H22 2.9483 0.6334 2.2296  0.7042
H23 3.3435 -1.8157 4.9590  0.4484
H24 4.2985 -2.2472 7.2107  0.4007
H25 5.4487 -0.4712 8.4543  0.3816
H26 5.6895 1.8033 7.5114  0.3932
H27 4.9978 3.2608 5.0857  0.2109
Cl1 7.0049 -2.5647 -0.3842  -0.2450
C21 5.4008 -1.9591 -0.6710  0.1251
C22 5.2094 -0.9872 -1.6712  -0.5032
C23 3.9667 -0.4792 -1.9197  0.4061
Cl2 3.7461 0.6725 -3.1907  -0.2064
C24 2.8168 -0.8803 -1.1672  -0.4455
O3 1.6731 -0.3715 -1.3884  -0.1381
C25 3.0456 -1.9096 -0.2002  1.3408
C26 1.9778 -2.4404 0.5770  -0.5442
O4 0.7843 -2.0967 0.5580  -0.7458
C27 4.3385 -2.4263 0.0390  -1.1020
H28 6.0542 -0.6458 -2.2541  0.4625
H29 2.2525 -3.2503 1.2698  0.2694
H30 4.4763 -3.1921 0.7928  0.4262
Cl3 0.1355 -2.8197 -2.5648  -0.1604
C28 -0.4056 -1.7070 -3.7375  -0.2913
C29 -1.0429 -0.3939 -3.4440  0.5703
C30 -0.9780 -0.0268 -2.1614  0.2654
Cl4 -1.6011 1.8022 -1.8973  -0.0636
C31 -1.4643 0.1071 -4.7513  -0.4324
Cl5 -2.4235 1.4853 -5.0727  -0.2425
C32 -1.0445 -0.7544 -5.6986  0.6931
Cl6 -1.2793 -0.6091 -7.3739  -0.1910
C33 -0.3772 -1.8902 -5.0661  -0.0822
Cl7 0.2530 -3.2225 -5.9152  -0.2017